Density functional theory data (the ωB97M-V functional and the def2-TZVPD basis) for a structure of composition C33H37ClLaO2Si2 at a distorted geometry.

XYZ file:
```
76
Properties=species:S:1:pos:R:3:forces:R:3
C -1.5705 -3.3602 3.1590 0.241 0.463 0.419
C -0.2827 -2.8843 2.7568 -0.242 0.352 0.422
C -0.3246 -1.4557 2.7727 -0.187 -0.220 0.402
H 0.5949 -3.4973 2.5275 -0.387 0.251 0.144
C -1.6364 -1.0483 3.1624 0.237 -0.554 0.371
C -2.4072 -2.2258 3.3977 0.688 -0.025 0.683
H -3.4295 -2.2546 3.7832 0.404 -0.016 -0.303
H -1.8398 -4.4044 3.3336 0.105 0.439 -0.134
H 0.5201 -0.7814 2.6279 -0.330 -0.246 -0.140
H -1.9690 -0.0189 3.3272 0.210 -0.440 -0.146
La -2.0163 -2.2735 0.7511 0.343 0.597 -1.585
Si -0.6223 0.8499 -1.6862 0.484 -2.498 2.919
C 0.1891 -0.8157 -2.0066 -0.002 0.203 -0.941
C 0.4790 -1.1236 -3.3341 0.417 -0.534 0.234
H 0.2025 -0.4244 -4.1293 0.144 -0.318 0.222
C 1.1706 -2.2965 -3.6393 0.100 -0.299 0.094
H 1.4371 -2.5021 -4.6721 -0.076 -0.072 0.122
C 1.5640 -3.1880 -2.6346 -0.078 0.179 -0.103
H 2.1179 -4.0970 -2.8850 -0.190 0.373 0.067
C 1.2583 -2.8984 -1.3026 -0.379 0.161 0.196
H 1.5736 -3.5441 -0.4757 -0.045 0.066 -0.436
C 0.5466 -1.7357 -0.9941 0.128 0.237 -0.408
H 0.3913 -1.4901 0.0719 0.145 -0.022 -0.497
C 0.3448 1.4046 -0.1149 1.341 1.173 -1.030
C 1.3779 0.7042 0.7236 -0.606 -3.050 0.096
H 1.7264 -0.3030 0.5227 0.086 0.279 -0.023
C 2.0510 1.4889 1.7587 -0.179 -0.029 1.159
H 2.9915 1.1430 2.2040 -0.585 -0.200 -0.047
C 1.2455 2.4800 2.4153 0.902 -0.150 0.400
H 1.6405 2.9742 3.3026 -0.151 0.022 -0.328
C 0.0139 2.7995 1.8792 -1.483 0.548 0.161
H -0.6190 3.4968 2.4345 0.159 -0.185 -0.221
C -0.4392 2.3093 0.6566 -1.133 0.953 1.565
H -1.4361 2.5847 0.2940 0.287 0.138 0.195
H -1.7488 0.2185 -0.9087 -0.571 0.141 0.370
Si 2.2899 2.0895 -0.0454 0.797 2.228 -3.570
C 2.6900 3.9314 -0.0411 -0.090 0.325 0.028
C 4.0234 4.3933 -0.0424 -0.234 0.054 -0.015
H 4.8458 3.6666 0.0200 -0.289 0.401 -0.156
C 4.2982 5.7675 -0.1143 -0.255 -0.235 0.030
H 5.3317 6.1163 -0.1359 -0.293 -0.121 -0.028
C 3.2473 6.6940 -0.1416 -0.192 -0.394 0.115
H 3.4470 7.7615 -0.2288 0.035 -0.270 0.135
C 1.9241 6.2455 -0.0500 0.168 -0.184 -0.078
H 1.0968 6.9555 0.0246 0.311 -0.169 -0.200
C 1.6498 4.8737 -0.0371 0.145 0.243 0.036
H 0.6123 4.5309 -0.0067 0.379 0.211 -0.027
C 3.1124 1.3031 -1.5753 -0.141 0.114 0.770
C 4.0415 0.2720 -1.4028 -0.027 -0.193 -0.635
H 4.3962 0.0256 -0.3967 -0.055 -0.036 -0.371
C 4.4824 -0.4583 -2.5159 -0.030 0.069 0.085
H 5.1865 -1.2853 -2.3952 -0.194 0.300 -0.002
C 3.9959 -0.1523 -3.7897 -0.153 0.109 0.142
H 4.2997 -0.7477 -4.6512 0.004 0.170 0.242
C 3.0835 0.8918 -3.9645 -0.109 0.128 0.242
H 2.6702 1.1081 -4.9519 0.234 -0.041 0.241
C 2.6472 1.6302 -2.8588 0.171 -0.296 -0.013
H 1.9089 2.4346 -2.9767 0.358 -0.250 -0.053
H -1.4968 1.4885 -2.6902 0.880 0.549 -0.216
Cl -2.8893 -2.6643 -1.7225 -0.246 -0.241 -0.442
C -3.7073 -5.1404 1.4039 -0.326 -0.071 -0.120
O -3.9340 -3.7179 1.2473 -0.727 -0.498 -0.040
C -5.2091 -3.3655 0.6375 0.424 -0.820 -0.191
C -5.4180 -1.8578 0.6957 0.056 0.617 0.165
O -4.1946 -1.1946 1.1023 -0.582 0.160 -0.167
C -4.3465 0.1832 1.5006 -0.302 0.159 0.062
H -2.6779 -5.3814 1.0851 -0.419 0.107 0.068
H -4.4197 -5.7003 0.7773 0.376 0.180 0.190
H -3.8354 -5.4291 2.4599 -0.004 0.195 -0.405
H -5.1831 -3.6992 -0.4125 -0.028 0.029 0.415
H -6.0048 -3.8851 1.1900 0.198 0.141 -0.186
H -5.6961 -1.4831 -0.3009 0.015 -0.091 0.328
H -6.2093 -1.6207 1.4214 0.287 0.087 -0.156
H -4.3213 0.2392 2.6001 -0.054 0.013 -0.378
H -3.5226 0.7821 1.0742 -0.328 -0.330 0.137
H -5.3102 0.5683 1.1292 0.445 -0.070 0.113
```
Forces are in eV/Å.

HOMO-LUMO gap (alpha / beta)   5.92 / 6.00 eV
Relative energy (zero: lowest compared OMol25 entry of this formula, charge and spin)   2.074 eV
Total charge   +1
E_LUMO (alpha / beta)   -2.672 / -2.676 eV
Electronic energy   -68045.0966 eV
F_max   4.3 eV/Å